C27H48GeN5P2ReS | ωB97M-V/def2-TZVPD

Last column: Mulliken spin population.
Geometry (Å):
Re (0.18775, -0.36469, -0.47763)  0.81
C (-3.67019, 1.80165, -1.07432)  0.00
C (-2.51865, 1.20474, -0.33857)  -0.04
N (-2.29448, -0.03193, -0.20629)  0.03
N (-3.13484, -0.97440, -0.67479)  -0.01
C (-2.77414, -2.24915, -0.41008)  0.01
N (-3.61284, -3.19380, -0.85663)  0.00
S (-1.35847, -2.61650, 0.40821)  0.01
C (-1.52981, 2.03695, 0.37949)  0.03
C (-1.79120, 3.36091, 0.63461)  0.01
C (-0.93701, 4.06451, 1.47187)  0.00
C (0.05686, 3.36677, 2.10832)  0.00
C (0.25916, 2.00782, 1.82989)  -0.04
N (-0.44505, 1.37835, 0.86287)  0.06
H (-3.96256, 1.16734, -1.91070)  0.00
H (-3.38797, 2.76472, -1.49618)  0.00
H (-4.53306, 1.94501, -0.41690)  0.00
H (-3.93903, -0.74965, -1.23704)  0.00
H (-4.53864, -2.96920, -1.18404)  0.00
H (-3.43096, -4.14430, -0.58605)  0.00
H (-2.66075, 3.83838, 0.20411)  0.00
H (-1.09438, 5.12067, 1.66443)  0.00
H (0.69312, 3.84081, 2.84706)  0.00
H (1.32357, 0.25006, 2.29187)  0.00
C (1.69740, -2.95105, 1.67432)  0.01
P (2.10835, -1.52690, 0.61628)  -0.10
C (3.50604, -0.76351, 1.52270)  0.00
C (3.05722, -2.31428, -0.74024)  0.02
C (2.12843, -3.04614, -1.68765)  -0.01
P (0.76803, -1.91644, -2.20449)  -0.05
C (-0.40883, -3.16561, -2.85319)  0.00
C (1.46354, -1.26084, -3.76439)  0.01
H (2.61423, -3.46904, 1.95609)  0.00
H (1.02797, -3.63462, 1.15320)  0.00
H (1.18843, -2.60133, 2.57446)  -0.01
H (4.40251, -1.35856, 1.35072)  0.00
H (3.30346, -0.73151, 2.59265)  0.00
H (3.67805, 0.25244, 1.16699)  0.00
H (3.81825, -2.97531, -0.31958)  0.00
H (3.57240, -1.50120, -1.26161)  0.00
H (1.67410, -3.91768, -1.20952)  0.00
H (2.66519, -3.39473, -2.57108)  0.00
H (0.09889, -3.77357, -3.60372)  0.00
H (-1.27909, -2.69531, -3.31606)  0.00
H (-0.74557, -3.80116, -2.03670)  0.00
H (1.55275, -2.06091, -4.50164)  0.00
H (2.45554, -0.84933, -3.56426)  0.00
H (0.83838, -0.46617, -4.15981)  0.00
C (1.37594, 2.22390, 5.73162)  0.00
Ge (0.43178, 1.02335, 4.52176)  0.00
C (-1.46652, 1.46415, 4.49188)  0.00
C (0.66193, -0.83304, 5.06167)  0.00
C (1.19152, 1.23982, 2.68860)  0.00
H (1.27008, 1.87188, 6.76084)  0.00
H (0.95647, 3.23164, 5.67200)  0.00
H (2.44053, 2.27303, 5.49249)  0.00
H (-1.88066, 1.32026, 5.49284)  0.00
H (-2.01359, 0.82229, 3.79418)  0.00
H (-1.61777, 2.50636, 4.20393)  0.00
H (0.20188, -0.97200, 6.04354)  0.00
H (1.71815, -1.10546, 5.14091)  0.00
H (0.16690, -1.50703, 4.35711)  0.00
H (2.15959, 1.73433, 2.78132)  0.00
C (2.78377, 3.45045, -3.26283)  0.00
N (2.55303, 2.92824, -1.92852)  0.00
C (3.24619, 1.66962, -1.68526)  0.05
C (1.16060, 2.99227, -1.48819)  0.06
C (0.12273, 2.27998, -2.34071)  -0.04
C (-0.44582, 3.03886, -3.37152)  0.00
C (-1.36762, 2.50760, -4.25705)  0.00
C (-1.73257, 1.17458, -4.11827)  0.00
C (-1.18312, 0.41666, -3.09173)  0.05
C (-0.26842, 0.93148, -2.15038)  0.12
H (3.85802, 3.53754, -3.43698)  0.00
H (2.35075, 4.45138, -3.35128)  0.00
H (2.35820, 2.81836, -4.05761)  0.00
H (4.21834, 1.84200, -1.20921)  0.00
H (3.42652, 1.10995, -2.61232)  0.00
H (2.65654, 1.02840, -1.02916)  0.03
H (0.89771, 4.05433, -1.45097)  0.00
H (1.13239, 2.62026, -0.47617)  0.00
H (-0.15030, 4.07964, -3.47859)  0.00
H (-1.78514, 3.11761, -5.04991)  0.00
H (-2.43824, 0.72476, -4.80805)  0.00
H (-1.49704, -0.61707, -3.00980)  -0.01

Calculated values
E   -4567.26912 a.u.
Multiplicity   2
Orbital gap (alpha / beta)   6.58 / 6.13 eV
Expectation value of S²   0.77
Charge   +1

=====

C27H48HgOP2 | ωB97M-V/def2-TZVPD

Last column: Löwdin charge in e.
Geometry (Å):
P (2.64218, 3.23680, -2.56400)  0.81
P (-2.49761, -0.31354, 0.00576)  0.88
C (-0.51212, 1.93505, -0.74848)  -0.13
C (-1.82212, 1.44955, -0.26870)  -0.46
H (-0.57149, 2.03096, -1.82950)  -0.05
H (-0.22850, 2.91458, -0.30350)  0.07
H (-1.82954, 1.90011, 0.74240)  0.06
H (-2.68893, 1.94178, -0.78797)  0.08
C (-2.93000, -0.79170, -1.73264)  -0.32
H (-3.41827, -1.78336, -1.70363)  0.04
H (-2.04249, -0.76470, -2.37030)  0.01
H (-3.65719, -0.08449, -2.11160)  0.02
C (-4.10719, 0.34159, 0.71751)  -0.30
H (-4.67072, 0.45634, -0.23931)  0.03
H (-3.87876, 1.31835, 1.20714)  0.04
H (-4.58884, -0.43024, 1.39282)  0.03
C (4.14776, 2.55658, -3.38076)  -0.28
H (4.82456, 2.26726, -2.55957)  0.04
H (4.73041, 3.08998, -4.16190)  0.06
H (3.85090, 1.59880, -3.86985)  0.02
C (2.91994, 4.47100, -1.30794)  -0.28
H (1.99487, 4.73823, -0.78549)  0.04
H (3.40957, 5.42757, -1.52739)  0.04
H (3.60524, 3.97561, -0.61218)  0.04
Hg (1.48074, 0.93055, -2.49807)  0.97
C (-1.53740, 2.59002, -3.59409)  -0.15
C (-1.28445, 1.35946, -4.04995)  -0.15
C (-0.66395, 1.10783, -5.40461)  -0.20
C (0.57013, 1.90269, -5.68617)  -0.26
C (1.40152, 1.96021, -4.45053)  -0.46
C (1.64406, 3.39496, -4.01414)  -0.55
C (0.40808, 4.31667, -3.80490)  -0.20
C (-1.00707, 3.90252, -4.07394)  -0.20
C (1.89649, -0.02932, -0.43546)  -0.27
H (-2.49552, 2.67512, -2.99237)  0.12
H (-1.78527, 0.48618, -3.58807)  0.07
H (-1.35192, 1.29831, -6.24885)  0.12
H (-0.33722, 0.06294, -5.35648)  0.11
H (1.17824, 1.36896, -6.42055)  0.11
H (0.41856, 2.91031, -6.06927)  0.11
H (2.41265, 1.54349, -4.71555)  0.04
H (2.45515, 3.77178, -4.81293)  0.14
H (0.61226, 5.03139, -4.59447)  0.11
H (0.43191, 4.87623, -2.87943)  0.09
H (-1.61855, 4.65153, -3.54198)  0.12
H (-1.14468, 4.04992, -5.16549)  0.12
H (1.02313, 0.23110, 0.16781)  -0.07
H (2.74838, 0.23274, 0.21732)  -0.04
H (1.92845, -1.11439, -0.60432)  -0.06
C (-3.77206, -3.42133, 3.27084)  -0.08
C (-2.44072, -2.70493, 3.14648)  -0.39
C (-2.59270, -1.20140, 3.56879)  -0.06
C (-1.31119, -3.32971, 3.85689)  -0.12
C (-1.45368, -4.40934, 4.69180)  -0.04
C (-0.38079, -5.02784, 5.36499)  -0.03
C (0.93913, -4.56197, 5.15009)  -0.04
C (1.19807, -3.50469, 4.30597)  -0.10
C (2.58651, -2.95773, 4.07523)  -0.39
C (3.11257, -2.21063, 5.27742)  -0.07
C (3.57706, -4.07889, 3.68847)  -0.07
C (0.05778, -2.79103, 3.68126)  -0.26
O (0.28686, -1.73227, 3.04204)  0.05
H (-4.13554, -3.37005, 4.30032)  0.08
H (-3.66857, -4.46073, 2.96044)  0.08
H (-4.51722, -2.94630, 2.63081)  0.07
H (-2.16367, -2.66037, 2.08695)  0.12
H (-2.75205, -1.16080, 4.66689)  0.09
H (-1.65781, -0.64250, 3.33429)  0.07
H (-3.47219, -0.73044, 3.07705)  0.04
H (-2.45180, -4.80700, 4.86582)  0.10
H (-0.55684, -5.87496, 6.05745)  0.11
H (1.77286, -5.06708, 5.65867)  0.12
H (2.51460, -2.27140, 3.22041)  0.13
H (3.24976, -2.83332, 6.16328)  0.08
H (4.04971, -1.71012, 5.05141)  0.08
H (2.41259, -1.42863, 5.53621)  0.08
H (3.19916, -4.63943, 2.81774)  0.08
H (4.53849, -3.64777, 3.36559)  0.08
H (3.76629, -4.81063, 4.50199)  0.08

Calculated values
Relative energy (zero: lowest compared OMol25 entry of this formula, charge and spin)   23.8 kcal/mol
E   -1968.60974 a.u.
Orbital gap (alpha / beta)   5.61 / 7.17 eV
Charge   0

=====

no.,maximum force (eV/A)
1,2.53
2,2.72